Entry from OMol25: a 5-piece molecular cluster, C46H53BNO4 overall at a distorted geometry (ωB97M-V with the def2-TZVPD basis set).

Its net charge is -1. The energy relative to the best compared isomer or geometry (same formula, charge and spin) is 9.8494 eV. The LUMO energy is 0.0903 hartree. The value obtained for the highest occupied orbital energy is -5.3 eV.

Cartesian coordinates (Å):
O (2.24, -4.22, -3.81)
O (0.48, -1.12, 0.51)
O (4.52, -3.91, -3.31)
O (0.63, 1.24, 0.27)
N (5.10, 1.42, -0.45)
C (-5.25, -3.20, -0.49)
C (6.08, -3.30, 4.15)
C (3.48, -0.39, 1.54)
C (5.66, 0.90, 0.75)
C (3.73, 1.06, -0.66)
C (2.82, 0.18, 0.24)
C (-5.67, 0.69, -1.64)
C (-5.05, -2.63, 0.94)
C (4.96, -2.19, 5.97)
C (5.98, -2.58, 6.83)
C (-0.62, -0.47, 1.23)
C (4.76, -4.94, -2.28)
C (0.98, -0.36, -1.78)
C (-2.97, 1.72, -4.49)
C (2.81, -2.14, -2.50)
C (-6.85, 2.67, -2.34)
C (-3.02, -1.07, 0.16)
C (0.66, 5.54, 3.74)
C (-0.53, 2.01, 2.51)
C (-1.87, 0.05, 0.38)
C (4.99, -0.01, 1.80)
C (7.05, -3.33, 6.36)
C (-3.95, -1.58, 1.31)
C (-7.87, 0.51, -2.61)
C (0.60, 5.92, 5.07)
C (5.08, -4.25, -0.85)
C (-7.93, 1.89, -2.75)
C (7.10, -3.69, 5.01)
C (-1.51, 7.01, 4.67)
C (-2.20, 0.58, -4.71)
C (-0.48, 6.66, 5.54)
C (-6.74, -0.09, -2.06)
C (3.13, -3.52, -3.26)
C (-2.57, 2.94, -5.03)
C (-4.46, -3.19, -3.13)
C (1.25, -1.88, -2.23)
C (-1.41, 3.02, -5.80)
C (-1.04, 0.66, -5.48)
C (-5.73, 2.07, -1.78)
C (-3.20, -1.63, -1.30)
C (0.20, 0.90, 1.61)
C (-0.65, 1.87, -6.02)
C (-0.37, 5.89, 2.87)
C (-4.30, -2.68, -1.61)
C (-1.46, 6.62, 3.34)
C (5.01, -2.56, 4.63)
B (1.25, -0.05, -0.20)
H (7.94, -4.27, 4.64)
H (6.76, 1.18, 0.96)
H (-3.73, -2.61, -3.80)
H (-1.10, 3.97, -6.22)
H (4.19, -4.49, -0.17)
H (3.85, -5.63, -2.24)
H (3.33, -2.17, -1.47)
H (-0.53, 6.96, 6.58)
H (-8.81, 2.36, -3.18)
H (-4.79, 0.22, -1.21)
H (-0.45, -0.23, -5.65)
H (-0.33, 5.59, 1.83)
H (-3.87, 1.66, -3.90)
H (-2.43, 0.94, 0.88)
H (-2.26, 6.89, 2.66)
H (2.89, -1.04, 2.26)
H (-4.89, 2.68, -1.45)
H (0.25, 1.93, -6.62)
H (-0.66, 2.97, 1.91)
H (-5.78, -3.02, 1.74)
H (7.84, -3.63, 7.03)
H (5.70, -5.49, -2.62)
H (1.66, 0.30, -2.47)
H (-2.36, 7.58, 5.04)
H (-6.89, 3.75, -2.45)
H (-5.52, -2.87, -3.47)
H (5.55, -0.35, 2.74)
H (6.12, -3.58, 3.10)
H (4.21, -2.26, 3.95)
H (-6.09, -3.96, -0.71)
H (5.94, -2.29, 7.88)
H (-3.86, -1.16, 2.37)
H (-0.10, -0.12, -2.13)
H (-8.71, -0.10, -2.93)
H (0.13, 2.24, 3.43)
H (6.04, -4.66, -0.40)
H (-4.35, -4.32, -3.24)
H (0.98, 0.47, 2.35)
H (5.18, -3.12, -1.03)
H (-6.70, -1.17, -1.96)
H (0.81, -2.67, -1.54)
H (-1.61, 0.42, -0.67)
H (1.50, 4.96, 3.37)
H (3.19, -1.23, -3.11)
H (-1.58, 1.68, 2.85)
H (-3.16, 3.83, -4.85)
H (-0.81, -1.05, 2.20)
H (0.72, -2.02, -3.25)
H (-2.51, -1.20, -2.12)
H (-2.51, -0.37, -4.29)
H (1.40, 5.64, 5.75)
H (4.12, -1.61, 6.34)
H (3.24, 1.49, -1.61)

Entry from OMol25: a 5-piece molecular cluster, C3H13NO4 overall at a distorted geometry (ωB97M-V with the def2-TZVPD basis set).

The energy relative to the best compared isomer or geometry (same formula, charge and spin) is 9.2676 eV. The LUMO energy is -0.1816 hartree. The value obtained for the highest occupied orbital energy is -8.7 eV.

Cartesian coordinates (Å):
O (0.62, 0.66, 1.96)
O (0.83, -3.38, 0.61)
O (-0.93, -1.17, 1.83)
O (-1.49, 1.85, 0.66)
N (0.19, -0.64, -0.74)
C (0.14, 0.21, -2.06)
C (1.25, 0.38, -0.82)
C (-0.63, 1.47, -2.16)
H (-0.39, -0.41, 0.04)
H (-1.71, 1.42, -2.28)
H (-0.67, 1.49, 1.17)
H (2.30, -0.04, -1.07)
H (0.81, -2.82, -0.22)
H (1.16, 1.31, -0.22)
H (0.21, -2.87, 1.26)
H (-1.38, 1.58, -0.29)
H (-0.15, 2.44, -2.13)
H (-1.32, -1.17, 2.68)
H (1.16, 0.49, 2.73)
H (-0.32, -0.25, 1.88)
H (0.35, -0.54, -2.83)

Entry from OMol25: C4H8O2 as an isolated structure at a distorted geometry (ωB97M-V with the def2-TZVPD basis set).

The energy relative to the best compared isomer or geometry (same formula, charge and spin) is 2.8529 eV. The LUMO energy is 0.0293 hartree. The value obtained for the highest occupied orbital energy is -9.8 eV.

Cartesian coordinates (Å):
O (2.13, 0.99, 0.02)
O (-1.67, -0.52, -0.89)
C (-1.08, 0.78, -0.74)
C (-1.05, -0.97, 0.32)
C (-0.17, 0.27, 0.38)
C (1.22, -0.09, -0.04)
H (-1.81, 1.53, -0.41)
H (1.26, -0.59, -1.01)
H (-0.15, 0.85, 1.31)
H (-0.58, 1.13, -1.66)
H (1.61, -0.82, 0.72)
H (-1.76, -1.08, 1.15)
H (-0.51, -1.92, 0.18)
H (2.57, 0.43, 0.68)

Entry from OMol25: C28H49LaN2O2P3 as an isolated structure at a distorted geometry (ωB97M-V with the def2-TZVPD basis set).

Its net charge is +3. The energy relative to the best compared isomer or geometry (same formula, charge and spin) is 1.7168 eV. The LUMO energy is -0.3524 hartree. The value obtained for the highest occupied orbital energy is -15.7 eV.

Cartesian coordinates (Å):
La (-0.16, -0.42, -0.21)
P (-2.73, 0.89, 1.10)
P (-1.93, 0.14, -2.61)
P (-1.61, -3.00, -0.10)
O (0.65, -1.56, -1.76)
O (1.17, 1.03, 0.85)
N (2.37, 3.14, 3.29)
N (2.27, 1.93, 2.71)
C (-4.48, 0.36, 1.15)
C (1.80, -3.76, -5.11)
C (1.76, 5.53, 2.82)
C (4.14, -1.24, 3.25)
C (2.87, -0.75, 5.26)
C (2.08, -2.39, -5.04)
C (2.95, 1.60, -3.60)
C (-2.87, 2.70, 0.74)
C (1.71, -1.65, -3.89)
C (0.89, -3.74, -2.77)
C (1.15, -4.42, -3.98)
C (1.37, 3.43, 1.35)
C (-2.29, 0.92, 2.90)
C (3.62, -0.09, 2.65)
C (2.37, 0.40, 4.66)
C (3.00, 3.36, 4.59)
C (3.80, -1.56, 4.58)
C (-2.05, -2.92, 1.72)
C (-1.26, 1.60, -3.54)
C (1.82, 4.06, 2.48)
C (2.78, 0.75, 3.37)
C (-1.20, -4.75, -0.26)
C (1.13, -2.34, -2.80)
C (1.59, 2.05, 1.53)
C (-1.86, -1.11, -3.96)
C (-3.27, -2.89, -0.89)
C (-3.72, 0.53, -2.56)
C (2.51, 2.76, -3.05)
H (2.22, 3.63, -3.66)
H (1.68, 1.07, 5.17)
H (2.09, -4.30, -6.02)
H (-0.18, 1.45, -3.74)
H (0.93, -5.49, -3.99)
H (-4.56, -0.69, 1.46)
H (-0.73, -2.19, -1.13)
H (-4.29, -0.30, -2.11)
H (-2.67, -3.82, 1.90)
H (-4.95, 0.48, 0.15)
H (-2.22, -0.61, -4.86)
H (-2.88, 2.86, -0.36)
H (-1.14, -3.00, 2.34)
H (3.15, 4.46, 4.72)
H (0.88, 3.84, 0.50)
H (-0.84, -1.46, -4.13)
H (2.38, 3.02, 5.48)
H (1.86, -0.55, -3.73)
H (2.71, -1.82, -5.80)
H (-3.90, -2.11, -0.46)
H (4.18, -2.50, 5.05)
H (2.76, 6.00, 2.89)
H (1.27, 5.73, 3.79)
H (-1.38, 2.50, -2.91)
H (-1.79, 1.76, -4.51)
H (0.51, -4.22, -1.81)
H (-1.30, 1.39, 3.06)
H (-3.05, 1.50, 3.46)
H (-3.88, 1.43, -1.96)
H (-2.50, -1.97, -3.73)
H (3.09, 1.51, -4.73)
H (-0.15, -4.85, 0.03)
H (-3.82, 3.10, 1.16)
H (-3.73, -3.87, -0.71)
H (4.03, 2.90, 4.64)
H (3.90, 0.23, 1.63)
H (-2.01, 3.27, 1.19)
H (2.55, -1.03, 6.27)
H (-1.81, -5.40, 0.40)
H (1.20, 6.06, 2.03)
H (-2.27, -0.11, 3.30)
H (2.40, 2.81, -1.92)
H (-5.06, 0.96, 1.86)
H (-4.09, 0.70, -3.57)
H (3.31, 0.77, -2.97)
H (-3.17, -2.72, -1.97)
H (-2.61, -2.02, 2.03)
H (4.83, -1.88, 2.69)
H (-1.30, -5.10, -1.30)

Entry from OMol25: a 2-piece molecular cluster, C33H38N3O overall at a distorted geometry (ωB97M-V with the def2-TZVPD basis set).

Its net charge is +1. The energy relative to the best compared isomer or geometry (same formula, charge and spin) is 0.0000 eV. The LUMO energy is -0.1552 hartree. The value obtained for the highest occupied orbital energy is -9.8 eV.

Cartesian coordinates (Å):
O (1.04, 0.18, 0.62)
N (3.54, -0.02, -0.69)
N (3.33, -2.20, -0.56)
N (-2.03, 0.17, 0.95)
C (-3.04, 1.18, 0.90)
C (2.92, -3.56, -0.20)
C (-2.56, 2.59, 1.28)
C (0.18, -2.08, 2.30)
C (4.31, -0.58, -1.70)
C (1.75, -0.82, 0.83)
C (2.95, -1.04, 0.03)
C (-3.11, -0.20, -1.12)
C (1.44, -1.83, 1.83)
C (2.69, 3.54, -1.28)
C (4.41, 1.12, 1.81)
C (3.04, 5.64, 0.08)
C (0.93, -4.15, 3.53)
C (2.30, 1.52, -2.73)
C (-2.18, 2.71, 5.04)
C (-3.63, 1.11, -0.52)
C (3.38, 1.38, -0.47)
C (2.81, 2.16, -1.48)
C (-2.06, -0.76, -0.12)
C (4.19, -1.92, -1.62)
C (-1.76, -4.89, 3.87)
C (-1.94, 2.63, 2.64)
C (-1.46, -3.67, 3.29)
C (0.02, 2.40, 4.04)
C (3.13, 4.15, -0.10)
C (-0.56, 2.46, 2.77)
C (0.62, -5.37, 4.12)
C (-0.72, -5.74, 4.28)
C (-0.80, 2.53, 5.18)
C (3.65, 3.33, 0.91)
C (-2.75, 2.78, 3.77)
C (3.80, 1.96, 0.73)
C (-0.11, -3.28, 3.07)
H (1.62, 0.69, -2.51)
H (3.96, 3.78, 1.86)
H (4.84, 0.03, -2.41)
H (1.74, 2.25, -3.32)
H (-3.82, 0.91, 1.63)
H (-3.44, 3.24, 1.23)
H (-3.26, 1.97, -1.09)
H (-2.64, -0.02, -2.10)
H (-4.72, 1.15, -0.47)
H (4.62, -2.69, -2.25)
H (3.67, 0.86, 2.58)
H (1.84, -3.60, -0.02)
H (-3.92, -0.92, -1.24)
H (2.37, 5.89, 0.92)
H (-0.96, -6.70, 4.73)
H (-2.37, -1.77, 0.22)
H (0.06, 2.35, 1.88)
H (-2.25, -2.99, 2.94)
H (4.02, 6.07, 0.31)
H (-3.82, 2.92, 3.64)
H (3.46, -3.92, 0.69)
H (-2.81, 2.81, 5.93)
H (3.16, -4.23, -1.03)
H (-2.80, -5.18, 4.00)
H (1.98, -3.87, 3.42)
H (-1.33, 0.15, 1.68)
H (1.42, -6.03, 4.44)
H (1.10, 2.27, 4.14)
H (-1.06, -0.90, -0.57)
H (3.12, 1.15, -3.36)
H (-1.85, 2.92, 0.51)
H (2.29, -2.43, 2.16)
H (-0.35, 2.48, 6.17)
H (-0.67, -1.44, 2.06)
H (2.66, 6.13, -0.82)
H (5.21, 1.70, 2.30)
H (4.86, 0.20, 1.43)
H (2.24, 4.14, -2.08)

Entry from OMol25: a 9-piece molecular cluster, C7H30BF4N14O8 overall at a distorted geometry (ωB97M-V with the def2-TZVPD basis set).

Its net charge is -1. The energy relative to the best compared isomer or geometry (same formula, charge and spin) is 3.6365 eV. The LUMO energy is 0.0860 hartree. The value obtained for the highest occupied orbital energy is -7.1 eV.

Cartesian coordinates (Å):
F (-38.33, 14.84, 18.06)
F (-37.89, 13.14, 16.69)
F (-36.47, 13.57, 18.53)
F (-38.63, 12.82, 18.88)
O (-41.57, 15.35, 21.53)
O (-35.99, 11.01, 22.42)
O (-36.00, 19.28, 17.30)
O (-34.45, 15.19, 14.31)
O (-40.11, 17.02, 15.47)
O (-37.17, 10.97, 15.39)
O (-41.89, 11.96, 16.28)
O (-33.10, 12.06, 18.19)
N (-36.40, 14.58, 15.10)
N (-33.67, 9.89, 18.12)
N (-35.16, 11.41, 18.03)
N (-40.96, 13.81, 20.05)
N (-34.64, 17.50, 17.39)
N (-40.60, 13.76, 16.35)
N (-42.40, 13.88, 15.21)
N (-40.49, 16.77, 17.61)
N (-36.66, 17.22, 16.82)
N (-39.71, 15.55, 20.35)
N (-37.52, 12.15, 21.27)
N (-37.48, 12.23, 23.48)
N (-34.71, 14.03, 16.27)
N (-41.15, 18.62, 16.65)
C (-35.79, 18.10, 17.19)
C (-41.66, 13.06, 15.96)
C (-33.89, 11.16, 18.14)
C (-36.95, 11.79, 22.40)
C (-35.12, 14.71, 15.15)
C (-40.54, 17.46, 16.52)
C (-40.79, 14.94, 20.67)
B (-37.86, 13.59, 18.04)
H (-40.13, 13.48, 19.57)
H (-36.97, 14.22, 15.85)
H (-41.16, 19.24, 15.85)
H (-39.52, 16.37, 20.89)
H (-41.54, 18.88, 17.54)
H (-32.72, 9.57, 18.03)
H (-42.13, 14.85, 15.17)
H (-34.53, 9.37, 18.08)
H (-37.08, 12.07, 24.39)
H (-43.11, 13.48, 14.62)
H (-38.18, 12.90, 21.40)
H (-34.78, 16.50, 17.32)
H (-39.92, 15.93, 17.55)
H (-39.08, 15.22, 19.62)
H (-36.87, 14.56, 14.21)
H (-40.53, 14.74, 16.11)
H (-41.81, 13.30, 20.24)
H (-33.73, 13.85, 16.42)
H (-33.79, 17.96, 17.09)
H (-35.30, 13.36, 16.75)
H (-35.72, 10.66, 17.67)
H (-37.60, 17.55, 16.66)
H (-37.18, 11.84, 20.37)
H (-38.40, 12.62, 23.34)
H (-37.58, 11.58, 16.00)
H (-40.65, 17.19, 18.51)
H (-40.00, 13.29, 17.00)
H (-36.45, 10.58, 15.87)
H (-35.43, 12.38, 18.14)
H (-36.50, 16.23, 16.71)